(1)
The following is a DFT calculation (ωB97M-V with the def2-TZVPD basis set) of C6H11NO in the gas phase at a distorted geometry.

```
19
C6H11NO, DFT ωB97M-V with the def2-TZVPD basis set
C -0.20 1.96 -0.94
C 0.09 0.69 -0.70
O -1.02 -0.47 -0.51
C -2.36 -0.16 -0.24
C 1.23 -0.05 -0.34
N 2.34 -0.07 -1.22
C 0.95 -1.13 0.48
C 0.31 -1.04 1.83
H 0.52 2.73 -0.70
H -1.14 2.27 -1.37
H -2.68 0.85 -0.55
H -2.57 -0.24 0.83
H -3.02 -0.85 -0.78
H 3.23 -0.05 -0.74
H 2.29 0.64 -1.94
H 1.58 -2.00 0.34
H -0.62 -1.61 1.84
H 0.99 -1.47 2.58
H 0.07 -0.02 2.13
```

Output
* M: 113.2 g/mol
* DFT total energy: -9934.47567 eV
* charge: 0
* SMILES: C=C(OC)/C(N)=C\C
* frontier orbital gap: 0.3046 hartree
* energy above the lowest of the compared OMol25 structures with the same formula, charge and spin: 383.9 kJ/mol

Results of the Mulliken charge analysis, in e, for atoms 1 through 4: -0.87 0.34 -0.33 -0.76

(2)
The following is a DFT calculation (ωB97M-V with the def2-TZVPD basis set) of a molecular structure, C6H11NO at a distorted geometry.

```
19
C6H11NO, DFT ωB97M-V with the def2-TZVPD basis set
C 0.81 -0.93 -1.23
C 0.95 0.06 -0.11
C 0.62 -0.46 1.27
O 2.08 0.82 -0.26
H 2.18 1.43 0.49
H 1.56 -1.71 -1.12
H 0.95 -0.43 -2.19
H -0.18 -1.39 -1.18
H 0.91 -1.50 1.43
H 1.07 0.18 2.04
C -0.90 -0.24 1.19
C -0.52 1.14 -0.14
C -1.42 1.22 -1.13
N -1.74 -1.19 0.84
H -1.32 -2.12 0.93
H -1.27 0.52 1.89
H -0.15 2.07 0.30
H -1.90 0.33 -1.49
H -1.73 2.18 -1.53
```

Output
* M: 113.2 g/mol
* DFT total energy: -9933.86057 eV
* charge: 0
* frontier orbital gap (spin up / spin down): 0.3002 / 0.3003 hartree
* energy above the lowest of the compared OMol25 structures with the same formula, charge and spin: 443.2 kJ/mol

Results of the Mulliken charge analysis, in e, for atoms 1 through 4: -1.62 1.11 -0.81 -0.54

(3)
The following is a DFT calculation (ωB97M-V with the def2-TZVPD basis set) of C6H11NO in the gas phase at a distorted geometry.

```
19
C6H11NO, DFT ωB97M-V with the def2-TZVPD basis set
H -0.31 1.60 3.01
N -0.13 1.56 2.01
C -0.11 0.45 1.49
O -0.38 -0.92 1.62
C 0.08 -0.42 0.35
C 1.48 -0.81 -0.06
C 2.12 0.24 -0.97
C -0.98 -0.29 -0.77
C -2.37 0.07 -0.26
H 1.44 -1.78 -0.56
H 2.08 -0.91 0.85
H 3.20 0.08 -1.03
H 1.94 1.24 -0.57
H 1.70 0.20 -1.97
H -0.63 0.47 -1.47
H -1.00 -1.25 -1.28
H -2.36 1.06 0.20
H -3.07 0.08 -1.09
H -2.71 -0.66 0.48
```

Output
* M: 113.2 g/mol
* DFT total energy: -9936.59073 eV
* charge: 0
* SMILES: [H]/N=C1\OC1(CC)CC
* frontier orbital gap: 0.3978 hartree
* energy above the lowest of the compared OMol25 structures with the same formula, charge and spin: 179.8 kJ/mol

Results of the Mulliken charge analysis, in e, for atoms 1 through 4: 0.28 -0.59 -0.17 -0.56

(4)
The following is a DFT calculation (ωB97M-V with the def2-TZVPD basis set) of a molecular structure, C6H11NO at a distorted geometry.

```
19
C6H11NO, DFT ωB97M-V with the def2-TZVPD basis set
C 1.98 0.20 -0.12
C -0.35 0.38 -0.96
C 0.00 -0.47 0.06
N 2.75 -0.37 0.93
C -2.30 -0.15 -0.97
C -0.26 -1.29 1.04
C -3.17 0.66 -0.39
O 2.01 1.59 -0.11
H 2.60 1.91 0.59
H 2.33 -0.18 -1.08
H 2.34 -0.23 1.84
H 2.97 -1.35 0.78
H -0.02 0.12 -1.96
H -0.43 1.44 -0.72
H -2.60 -1.03 -1.54
H 0.54 -1.71 1.64
H -1.27 -1.60 1.25
H -4.25 0.55 -0.50
H -2.85 1.51 0.20
```

Output
* M: 113.2 g/mol
* DFT total energy: -9932.32584 eV
* charge: 0
* frontier orbital gap: 0.2953 hartree
* energy above the lowest of the compared OMol25 structures with the same formula, charge and spin: 591.3 kJ/mol

Results of the Mulliken charge analysis, in e, for atoms 1 through 4: -0.03 -0.53 0.50 -0.67

(5)
The following is a DFT calculation (ωB97M-V with the def2-TZVPD basis set) of C6H11NO in the gas phase at a distorted geometry.

```
19
C6H11NO, DFT ωB97M-V with the def2-TZVPD basis set
C 1.07 1.62 -0.63
C 0.90 0.32 0.11
N 1.89 0.06 1.03
C -0.15 -0.53 -0.08
C -0.11 -1.97 0.38
C -1.34 -0.08 -0.87
C -2.07 0.57 0.28
O -1.67 1.23 1.23
H 0.25 2.29 -0.39
H 1.06 1.45 -1.71
H 2.00 2.11 -0.36
H 1.91 -0.87 1.43
H 2.79 0.49 0.88
H 0.77 -2.49 -0.02
H -0.07 -2.04 1.47
H -1.00 -2.50 0.06
H -1.93 -0.91 -1.25
H -1.14 0.66 -1.64
H -3.16 0.59 0.07
```

Output
* M: 113.2 g/mol
* DFT total energy: -9936.59426 eV
* charge: 0
* SMILES: C/C(N)=C(/C)CC=O
* frontier orbital gap: 0.3017 hartree
* energy above the lowest of the compared OMol25 structures with the same formula, charge and spin: 179.5 kJ/mol

Results of the Mulliken charge analysis, in e, for atoms 1 through 4: -1.38 0.81 -0.52 0.69

(6)
The following is a DFT calculation (ωB97M-V with the def2-TZVPD basis set) of a molecular structure, C6H11NO at a distorted geometry.

```
19
C6H11NO, DFT ωB97M-V with the def2-TZVPD basis set
O 2.27 1.89 -1.21
C 1.81 2.02 0.13
C 0.56 1.79 0.60
C -0.43 1.04 -0.24
C -0.57 -0.44 0.01
C -1.81 -0.97 -0.05
N -2.08 -2.36 -0.11
C 0.61 -1.26 0.41
H 2.64 2.38 0.75
H 1.89 1.02 -0.78
H 0.24 2.39 1.43
H -0.12 1.23 -1.28
H -1.41 1.54 -0.40
H -2.72 -0.37 0.02
H -2.47 -2.69 -0.99
H -1.23 -2.91 -0.01
H 1.25 -1.57 -0.43
H 1.18 -0.62 1.08
H 0.39 -2.10 1.05
```

Output
* M: 113.2 g/mol
* DFT total energy: -9934.16853 eV
* charge: 0
* frontier orbital gap: 0.3300 hartree
* energy above the lowest of the compared OMol25 structures with the same formula, charge and spin: 413.5 kJ/mol

Results of the Mulliken charge analysis, in e, for atoms 1 through 4: -0.50 -0.35 -0.44 -1.18